Record 1
30
Properties=species:S:1:pos:R:3:forces:R:3:lowdin_charge:R:1 method="wB97M-V/def2-TZVPD" total_charge=+1 e_above_lowest_kcal_mol=46.3
Rh 0.8938 -0.1840 -0.7594 -0.86 1.54 0.13 0.53
C -2.7266 -0.4521 2.5099 -0.16 0.04 -0.16 0.00
O -1.3902 -0.7350 2.9576 0.11 -0.15 0.16 0.02
C -0.4809 -0.9309 2.0272 0.18 0.20 -0.18 -0.54
O -0.7148 -0.9479 0.8200 0.27 -0.01 0.10 0.00
N 0.7531 -1.1021 2.5428 -0.04 -0.01 0.15 0.03
N 1.8296 -1.1673 1.6660 0.09 -0.15 -0.03 0.01
H -3.3223 -0.3623 3.4116 0.03 -0.04 0.00 0.10
H -3.0939 -1.2614 1.8822 0.00 0.00 0.05 0.10
H -2.7429 0.4850 1.9550 0.05 -0.03 0.00 0.10
H 0.8710 -1.1041 3.5452 0.06 0.07 -0.04 0.17
H 2.2494 -2.0910 1.6757 -0.02 0.04 0.13 0.09
H 2.5268 -0.4659 1.8932 -0.13 0.10 -0.08 0.10
I 2.5893 -2.1411 -1.6181 0.85 -1.15 -0.44 0.97
C 3.2223 -0.6633 -2.9452 -1.66 1.26 -0.70 -0.90
I 1.4088 0.7200 -3.2277 1.10 -0.80 0.86 1.05
H 3.3240 -0.9922 -3.9689 0.57 -0.29 0.13 -0.03
H 3.9487 0.0286 -2.5443 0.24 -0.25 0.01 -0.01
C 1.5503 2.6614 -0.0232 -0.30 0.49 -0.51 -0.24
O 1.9203 1.3263 0.0895 -0.87 -1.35 -0.25 -0.40
H 1.7494 3.0575 -1.0315 0.03 0.02 0.10 0.05
H 2.1447 3.2485 0.6861 -0.04 -0.13 0.03 0.09
H 0.4855 2.8266 0.1774 0.14 -0.04 0.16 0.07
C -3.0403 -0.3145 -1.9875 -0.12 0.09 0.03 0.02
O -1.6008 -0.4708 -1.8435 -0.16 -0.11 -0.29 -0.08
C -0.9589 0.4354 -1.1671 1.55 0.69 1.28 -0.67
O -1.2711 1.4575 -0.6424 -1.00 -0.01 -0.62 0.08
H -3.4727 -1.2967 -1.8264 0.03 0.01 0.00 0.10
H -3.2480 0.0315 -2.9970 0.04 0.00 0.02 0.10
H -3.4035 0.4043 -1.2571 0.01 -0.03 -0.01 0.10

---

Record 2
108
Properties=species:S:1:pos:R:3:forces:R:3:lowdin_charge:R:1 method="wB97M-V/def2-TZVPD" e_above_lowest_kcal_mol=270.8
C -4.7689 -1.7065 9.2840 0.10 0.36 -1.09 -0.02
C -5.6816 -2.0582 7.9390 -6.04 -1.28 1.01 -0.27
O -7.0005 -2.3264 8.1283 8.66 1.67 -1.58 -0.04
O -5.0994 -2.1293 6.5884 -0.97 1.23 2.83 -0.12
C -4.8924 -0.7804 6.0134 0.25 1.29 0.33 -0.18
C -3.5873 -0.7116 5.0067 -0.57 0.25 -0.53 -0.17
C -3.9722 -0.9103 3.4132 0.19 0.35 0.08 -0.20
C -2.7561 -0.2168 2.5238 0.17 -0.36 -0.11 -0.22
C -1.9281 -1.3222 1.6344 -0.32 0.58 -0.61 -0.23
C -1.4825 -0.6092 0.1899 0.57 -1.25 0.92 -0.20
C -0.5136 -1.7201 -0.5868 -1.36 1.00 -0.48 -0.18
C 0.6548 -1.0405 -1.5148 1.77 -2.34 1.20 -0.26
O 0.1436 -0.1079 -2.5344 2.90 1.06 -1.49 -0.26
P 1.4701 0.8306 -3.2384 2.43 1.56 3.66 0.82
O 2.0927 1.6860 -2.0523 -2.44 -2.48 -4.44 -0.34
O 0.9792 1.7644 -4.6253 0.48 -1.56 3.50 -0.26
C 0.6426 3.1560 -4.2689 -1.03 2.30 -0.75 -0.23
C 1.7946 4.2410 -4.7710 -0.18 0.35 -0.18 -0.16
C 2.1135 5.4131 -3.6351 1.19 0.28 -0.93 -0.22
C 3.4545 5.0695 -2.7572 -0.43 -0.95 0.23 -0.21
C 3.7537 6.0920 -1.5114 0.19 -0.55 -0.07 -0.27
N 2.8358 7.2910 -1.4278 0.36 -0.73 0.03 -0.06
O 2.7803 -0.2286 -3.8000 -2.70 2.94 -0.19 -0.26
C 3.7806 0.6039 -4.5093 1.26 0.22 -0.08 -0.19
C 5.2784 0.1857 -3.9515 0.13 0.12 -0.84 -0.25
C 6.4131 1.2101 -4.5499 -0.08 -0.47 -0.18 -0.08
F 5.3436 0.1448 -2.4580 -0.26 0.13 -3.49 -0.10
H -4.2010 -0.6949 9.0828 -1.06 -2.04 0.40 0.08
H -3.9643 -2.5400 9.4638 -1.67 1.56 -0.45 0.10
H -5.4700 -1.5721 10.2129 1.28 -0.44 -2.10 0.10
H -4.7299 -0.0323 6.9229 -0.22 -1.44 -1.97 0.12
H -5.8969 -0.4403 5.4755 2.21 -0.81 0.97 0.15
H -2.7498 -1.4902 5.2550 -1.73 1.46 -0.09 0.13
H -3.1224 0.3754 5.1136 -1.05 -2.29 -0.14 0.12
H -5.0240 -0.4125 3.1768 2.29 -0.91 0.54 0.11
H -4.0728 -2.0508 3.1156 0.25 2.33 0.79 0.11
H -1.9706 0.2865 3.2544 -1.75 -0.88 -1.52 0.11
H -3.1772 0.6250 1.7912 0.87 -1.88 1.66 0.12
H -2.6136 -2.2482 1.3905 1.27 1.83 0.41 0.11
H -0.9940 -1.7523 2.2170 -1.82 1.07 -1.17 0.12
H -0.8898 0.4020 0.4110 -1.41 -2.19 -0.61 0.13
H -2.4730 -0.4457 -0.4120 2.05 0.03 1.09 0.11
H -0.1184 -2.4348 0.2550 -0.15 1.45 -1.94 0.11
H -1.2324 -2.3531 -1.2685 1.53 1.13 1.23 0.12
H 1.2075 -1.9257 -2.0921 -1.22 1.83 1.19 0.13
H 1.5008 -0.5672 -0.8189 -2.07 -0.57 -1.58 0.14
H -0.3331 3.4325 -4.8969 2.06 -0.92 1.37 0.14
H 0.3545 3.3149 -3.1452 0.94 -0.58 -2.07 0.13
H 1.3826 4.8108 -5.7333 0.76 -1.38 2.07 0.11
H 2.7844 3.6920 -5.1464 -2.12 1.13 1.10 0.11
H 2.3720 6.3894 -4.2714 -0.80 -1.94 1.47 0.11
H 1.1951 5.6403 -2.9454 1.70 -0.56 -1.41 0.11
H 3.2978 3.9974 -2.2951 0.37 1.94 -1.04 0.10
H 4.3966 5.0263 -3.4553 -1.90 0.08 1.15 0.11
H 3.6820 5.4625 -0.5105 0.07 1.55 -2.03 0.12
H 4.8664 6.4480 -1.6149 -2.17 -0.50 0.31 0.11
H 1.9177 7.0760 -0.9811 1.20 0.21 -0.94 0.07
H 2.7397 7.7995 -2.3338 -0.08 -0.89 1.22 0.06
H 3.6182 1.7619 -4.3761 0.23 -2.35 -0.03 0.11
H 3.7161 0.3460 -5.6632 0.28 0.52 2.40 0.15
H 5.5085 -0.8893 -4.3999 -0.47 2.09 1.50 0.16
H 6.3721 2.2756 -4.0613 0.02 -2.20 -0.82 0.09
H 6.2487 1.3336 -5.7191 0.23 -0.28 2.42 0.09
H 7.4752 0.7162 -4.4088 -2.18 1.15 -0.14 0.09
C 8.7409 4.5762 -6.5087 -0.15 0.06 -0.04 -0.09
C 8.9247 3.3805 -7.4385 -0.12 0.11 -0.05 -0.27
N 7.7451 3.0476 -8.2420 -0.25 -0.26 -0.01 -0.19
C 7.8729 1.7683 -8.9494 -0.02 0.01 0.29 -0.26
C 8.9480 1.6631 -10.0285 0.07 -0.23 -0.32 -0.09
C 7.1757 4.1381 -9.0392 -0.07 0.12 0.37 -0.25
C 8.0810 4.7951 -10.0753 0.00 0.26 -0.33 -0.09
H 7.9116 4.4115 -5.8116 0.07 0.03 -0.16 0.07
H 9.6501 4.7294 -5.9191 -0.09 -0.07 -0.09 0.07
H 8.5557 5.5026 -7.0605 -0.01 -0.09 0.07 0.06
H 9.1748 2.5201 -6.8051 -0.14 -0.07 -0.27 0.11
H 9.8024 3.5662 -8.0694 0.15 0.02 -0.01 0.10
H 6.9053 1.4989 -9.3896 0.03 0.23 0.07 0.11
H 8.0660 0.9870 -8.2039 0.03 0.19 0.09 0.10
H 8.6457 2.1652 -10.9494 0.11 0.01 0.09 0.06
H 9.1082 0.6085 -10.2839 -0.01 0.14 0.06 0.07
H 9.9095 2.0688 -9.7059 -0.09 -0.01 -0.01 0.07
H 6.8170 4.9164 -8.3549 0.15 -0.16 0.06 0.10
H 6.2641 3.7871 -9.5394 0.20 -0.22 0.13 0.11
H 9.0957 4.9628 -9.7051 -0.08 -0.05 0.00 0.07
H 7.6721 5.7727 -10.3546 0.05 -0.10 0.04 0.07
H 8.1362 4.2057 -10.9909 0.14 0.04 0.06 0.05
C -8.0153 -7.2501 11.1850 0.04 -0.14 -0.09 -0.10
C -8.3729 -6.2134 10.1243 0.02 -0.16 -0.11 -0.27
N -8.1319 -6.6460 8.7450 0.16 -0.03 -0.24 -0.19
C -8.2663 -5.5586 7.7689 0.31 0.12 0.20 -0.25
C -9.6480 -4.9322 7.5962 -0.18 0.21 -0.30 -0.09
C -8.7526 -7.9125 8.3455 0.29 -0.05 0.31 -0.25
C -10.2714 -8.0086 8.4394 -0.35 -0.24 -0.12 -0.09
H -6.9601 -7.5381 11.1169 -0.17 0.00 -0.06 0.08
H -8.1860 -6.8330 12.1823 0.01 0.00 -0.13 0.07
H -8.6300 -8.1515 11.1040 0.09 0.07 0.01 0.06
H -7.7613 -5.3255 10.3280 -0.10 -0.04 -0.32 0.12
H -9.4166 -5.9119 10.2752 -0.11 0.07 0.10 0.09
H -7.9119 -5.9037 6.7901 -0.05 -0.18 0.16 0.11
H -7.5677 -4.7614 8.0518 -0.11 -0.17 0.12 0.09
H -10.3093 -5.5701 7.0070 -0.03 0.03 0.12 0.05
H -9.5552 -3.9859 7.0495 0.04 -0.12 0.13 0.07
H -10.1316 -4.7100 8.5501 0.05 -0.04 -0.05 0.07
H -8.3202 -8.7168 8.9530 0.00 0.20 0.06 0.10
H -8.4461 -8.1624 7.3218 0.05 0.31 0.11 0.11
H -10.6684 -7.5571 9.3523 0.07 0.00 -0.06 0.07
H -10.5744 -9.0617 8.4403 0.03 0.10 0.02 0.07
H -10.7563 -7.5439 7.5805 -0.05 0.05 0.14 0.05

---

Record 3
17
Properties=species:S:1:pos:R:3:forces:R:3:lowdin_charge:R:1 method="wB97M-V/def2-TZVPD" e_above_lowest_kcal_mol=53.9
N -0.5992 0.6493 0.6934 -0.03 -2.70 1.71 -0.03
C 0.4414 0.3954 -0.3281 1.54 0.49 2.08 -0.38
C 0.4722 1.7061 -1.1755 0.62 -0.95 -0.34 -0.52
S 0.4111 3.1278 -0.0527 -0.15 1.31 0.23 0.67
C 0.5428 -0.9163 -1.0768 -3.50 1.28 -0.40 -0.45
O 0.9019 -0.9845 -2.2119 0.89 -1.01 0.22 0.14
O -0.1913 -1.8785 -0.3806 0.96 1.85 -0.41 0.06
H -1.4979 0.1803 0.5080 0.56 0.30 -0.51 0.09
H -0.3221 0.1244 1.5834 -0.45 1.08 -1.64 0.09
H 1.4132 0.2128 0.3173 -1.30 1.24 -1.12 0.19
H -0.2498 1.6687 -2.0368 0.35 0.15 1.10 0.10
H 1.4741 1.8631 -1.6421 -0.70 -0.16 0.27 0.07
H -0.7166 3.1524 0.7732 0.89 -0.75 -1.26 -0.12
H 0.0978 -2.7359 -0.5925 0.52 -1.97 -1.14 0.09
O -0.6062 -1.9283 2.0751 -2.20 3.27 4.34 0.00
H -1.5001 -2.1903 1.9448 -0.88 -0.44 -0.27 0.05
H -0.0713 -2.4464 1.6018 2.88 -2.99 -2.84 -0.04

---

Record 4
78
Properties=species:S:1:pos:R:3:forces:R:3:lowdin_charge:R:1 method="wB97M-V/def2-TZVPD" energy_ev=-65445.6337 total_charge=+2 s_squared=6.0181 spin_multiplicity=5
Pt -0.3787 2.6878 -0.8858 0.55 -1.56 -0.89 0.62
C 0.8836 0.7388 3.6837 -1.11 -1.20 -0.28 -0.16
C 1.5797 0.8795 2.4814 -1.74 2.06 -1.24 -0.12
C -0.2757 2.3607 2.5130 0.00 -1.27 0.61 -0.19
C -0.2569 1.5721 3.6707 -1.08 0.34 0.22 -0.13
C 0.7935 1.9687 1.5845 2.64 -0.28 3.86 -0.09
C 1.0904 -0.2532 4.7495 0.91 0.03 0.57 0.02
H 2.0015 -0.8407 4.6457 0.03 0.09 -0.11 0.10
H 0.2463 -0.9640 4.8203 -0.31 0.27 -0.33 0.10
H 1.1246 0.2276 5.7304 -0.04 0.08 0.03 0.12
C -1.2468 1.5936 4.8051 0.36 1.00 -0.16 0.02
H -1.7489 0.6080 4.8606 0.16 0.28 -0.09 0.09
H -1.9736 2.4157 4.6264 0.31 -0.73 0.40 0.09
H -0.7157 1.7853 5.7712 -0.48 -0.18 -0.68 0.12
C -1.1828 3.5080 2.4207 -0.23 0.16 -0.05 -0.02
H -0.9976 4.1710 3.2871 -0.11 -0.02 -0.57 0.13
H -2.2031 3.1427 2.5264 -0.22 0.16 -0.10 0.11
H -1.0884 4.0427 1.4741 -0.03 0.28 0.00 0.07
C 1.8184 3.0694 1.3481 -0.58 0.92 -0.79 -0.07
H 2.4522 3.2561 2.2348 -0.46 -0.19 -0.10 0.12
H 1.3584 4.0341 1.0787 0.04 -0.19 0.13 0.08
H 2.4990 2.8433 0.5575 0.58 -0.31 -0.65 0.07
C 2.9963 0.5893 2.4442 1.13 -0.66 -0.90 -0.02
H 3.5660 1.2204 3.1423 -0.20 0.03 -0.13 0.14
H 3.4409 0.6657 1.4509 0.00 0.22 0.25 0.08
H 3.1615 -0.4305 2.7787 0.09 -0.21 0.16 0.10
C -0.6429 -1.1683 0.8707 2.44 0.05 -1.25 -0.06
C 0.3710 -1.5359 1.6846 -0.55 1.09 -0.63 -0.12
C 1.5855 -2.3260 1.2510 -0.40 -0.06 0.16 -0.11
C 2.5525 -1.7891 0.0502 -0.22 -1.61 2.84 -0.13
C 2.3530 -0.4891 -0.5477 -0.39 1.54 -1.08 -0.11
C 1.3803 -0.0253 -1.3542 -1.10 -2.59 1.01 -0.13
C 0.0958 -0.8080 -1.6587 -0.14 0.64 0.91 -0.28
C -0.6396 -1.6942 -0.5885 0.10 1.50 1.17 -0.13
H 1.2569 -3.3316 0.9694 0.07 0.07 0.13 0.12
H 2.5584 -2.6274 -0.6602 0.07 0.56 -0.20 0.13
H 2.1807 -2.4510 2.1579 0.18 -0.16 -0.29 0.11
H -0.1548 -2.6660 -0.5767 -0.65 -0.32 -0.13 0.11
H -1.2913 -0.3386 1.1147 -0.59 -0.46 0.33 0.11
H 0.3190 -1.1611 2.7133 0.02 -0.73 -0.61 0.07
H -1.7037 -1.6317 -0.8287 0.10 -1.01 -0.45 0.11
H -0.6816 -0.0945 -2.0513 0.83 -0.63 0.31 0.01
H 1.6709 0.6050 -2.1309 0.35 1.92 -0.57 0.02
H 0.4247 -1.4998 -2.4554 -0.14 -0.11 -0.12 0.05
H 3.5382 -1.7572 0.5501 -0.30 -0.27 -0.57 0.12
H 3.1589 0.2232 -0.4170 0.38 -0.16 -0.37 0.10
P -0.9487 -1.4544 -4.1404 -0.01 -1.43 -2.48 1.03
P -0.2406 1.9160 -3.4654 -0.22 2.45 -2.56 0.87
C -0.6394 -0.2761 -5.5041 -0.13 1.58 0.44 -0.35
C -1.0119 1.2059 -5.1016 -0.65 -1.68 -0.24 -0.37
H -1.2624 -0.5754 -6.3768 0.48 0.01 0.42 0.12
H 0.4488 -0.3273 -5.7687 -0.98 -0.09 0.20 0.10
H -0.6312 1.8706 -5.9379 -0.52 -0.58 1.31 0.10
H -2.1334 1.3175 -5.0200 1.19 -0.13 -0.13 0.10
C -1.1668 3.4538 -3.9563 0.22 -0.30 0.39 -0.30
H -0.7624 4.2778 -3.3874 -0.22 0.58 0.04 0.03
H -2.2206 3.2539 -3.7149 0.26 0.37 0.06 0.06
H -1.0868 3.6289 -5.0352 0.08 0.21 0.40 0.06
C 1.4223 2.2176 -4.3124 -0.22 -0.16 0.90 -0.23
H 1.3048 2.4180 -5.3862 -0.22 0.00 0.43 0.06
H 2.0721 1.3432 -4.2008 0.01 0.22 0.05 0.04
H 1.8821 3.0844 -3.8368 0.20 -0.11 -0.02 0.05
C -2.7026 -1.9595 -4.0744 0.14 0.55 0.54 -0.18
H -2.8328 -2.6180 -3.2068 -0.08 0.12 -0.18 0.07
H -2.9802 -2.4914 -4.9878 0.13 0.06 -0.02 0.07
H -3.3244 -1.0588 -3.9486 0.11 -0.40 -0.01 0.06
C 0.0440 -2.8797 -4.7770 -0.26 0.05 0.93 -0.18
H 0.8393 -2.5047 -5.4243 -0.09 -0.06 0.17 0.06
H -0.6016 -3.5686 -5.3345 0.08 0.15 0.14 0.07
H 0.4745 -3.4004 -3.9131 0.00 -0.16 -0.35 0.06
C -2.7934 -3.5963 5.0529 0.07 0.14 -0.32 -0.15
S -2.0479 -2.7264 3.6234 -1.22 -2.79 1.29 0.38
O -0.8554 -3.5383 3.3405 -0.01 0.92 -0.30 -0.37
O -3.0123 -2.6615 2.5303 0.53 0.38 0.13 -0.37
O -1.7842 -1.4501 4.2853 0.92 1.53 -0.43 -0.41
H -3.0947 -4.6345 4.8585 0.16 0.42 -0.21 0.06
H -3.6415 -3.0109 5.4304 0.22 -0.16 -0.22 0.06
H -1.9884 -3.5810 5.7972 -0.26 -0.09 -0.13 0.05